1.
{
  "formula": "C37H41Cl2F3NO4",
  "method": "ωB97M-V with the def2-TZVPD basis set",
  "symbols": ["C", "C", "C", "O", "O", "C", "C", "C", "C", "C", "C", "C", "C", "C", "C", "O", "C", "C", "O", "C", "C", "C", "C", "C", "C", "C", "F", "C", "F", "F", "C", "C", "C", "C", "C", "C", "C", "C", "C", "C", "C", "N", "C", "Cl", "C", "C", "Cl", "H", "H", "H", "H", "H", "H", "H", "H", "H", "H", "H", "H", "H", "H", "H", "H", "H", "H", "H", "H", "H", "H", "H", "H", "H", "H", "H", "H", "H", "H", "H", "H", "H", "H", "H", "H", "H", "H", "H", "H", "H"],
  "coordinates": [[1.016, -3.181, 2.639], [2.279, -3.454, 1.965], [2.417, -4.168, 0.618], [3.437, -4.800, 0.418], [1.449, -4.156, -0.400], [1.966, -3.298, -1.461], [0.715, -2.824, -2.293], [1.024, -2.535, -3.819], [1.476, -1.015, -4.073], [0.345, -0.105, -4.713], [-0.064, 1.170, -3.853], [-0.126, 0.931, -2.315], [0.960, 1.438, -1.488], [2.231, 2.176, -2.004], [3.577, 1.291, -1.850], [3.313, -0.023, -1.315], [4.115, -0.345, -0.216], [5.662, -0.119, -0.124], [3.567, -0.855, 0.736], [0.864, 1.236, 0.022], [1.918, 1.767, 0.938], [1.846, 1.598, 2.383], [0.679, 0.851, 2.968], [0.629, 0.715, 4.522], [1.776, -0.204, 5.129], [2.844, 0.594, 5.931], [3.415, -0.067, 7.029], [3.273, 1.901, 5.675], [2.503, 3.001, 5.998], [4.527, 2.084, 5.121], [-0.355, 0.318, 2.070], [-0.297, 0.501, 0.591], [-1.337, -0.007, -0.366], [-2.527, -0.813, 0.240], [-3.747, 0.068, 0.674], [-4.976, -0.023, -0.169], [-6.190, 0.722, 0.166], [-6.268, 1.603, 1.375], [-7.622, 2.320, 1.664], [-5.048, 1.708, 2.187], [-3.811, 0.945, 1.848], [-1.226, 0.228, -1.727], [-2.300, -0.273, -2.587], [-2.441, -2.026, -3.015], [-3.260, 0.565, -3.099], [-3.249, 2.102, -2.739], [-4.520, -0.104, -4.163], [0.652, -2.115, 2.664], [0.395, -3.944, 3.181], [3.234, -3.147, 2.474], [2.460, -2.392, -0.997], [2.669, -3.872, -2.125], [-0.108, -3.599, -2.258], [0.329, -1.854, -1.850], [1.849, -3.221, -4.161], [0.097, -2.689, -4.447], [1.916, -0.619, -3.120], [2.325, -1.086, -4.821], [-0.573, -0.686, -5.028], [0.775, 0.295, -5.682], [-1.107, 1.460, -4.188], [0.596, 2.023, -4.142], [2.362, 3.082, -1.336], [2.161, 2.569, -3.048], [4.292, 1.902, -1.242], [3.940, 1.134, -2.911], [5.820, 0.979, 0.096], [6.233, -0.484, -1.016], [6.066, -0.666, 0.777], [2.788, 2.334, 0.516], [2.675, 2.041, 2.997], [0.682, 1.712, 5.054], [-0.359, 0.255, 4.810], [1.270, -0.890, 5.879], [2.260, -0.881, 4.375], [-1.212, -0.201, 2.561], [-2.880, -1.594, -0.481], [-2.137, -1.343, 1.153], [-4.955, -0.685, -1.080], [-7.103, 0.642, -0.479], [-8.381, 1.499, 1.858], [-7.622, 2.961, 2.582], [-8.027, 2.879, 0.768], [-5.099, 2.367, 3.098], [-2.921, 1.060, 2.520], [-4.334, 2.395, -2.639], [-2.678, 2.310, -1.798], [-2.809, 2.628, -3.629]],
  "charge": 1,
  "mol_weight_g_mol": 691.638,
  "total_energy_ev": -81892.83738
}

2.
{
  "formula": "C37H41Cl3Ge3N2O4W",
  "method": "ωB97M-V with the def2-TZVPD basis set",
  "symbols": ["W", "C", "C", "N", "C", "C", "N", "C", "O", "O", "C", "O", "O", "H", "H", "H", "H", "H", "C", "C", "Ge", "C", "C", "C", "C", "Ge", "C", "C", "C", "C", "C", "C", "C", "C", "C", "C", "H", "H", "H", "H", "H", "H", "H", "H", "H", "H", "H", "H", "H", "H", "H", "H", "H", "H", "H", "H", "H", "H", "H", "H", "H", "H", "Cl", "Ge", "Cl", "Cl", "C", "C", "C", "C", "C", "C", "C", "C", "C", "C", "C", "C", "C", "C", "C", "H", "H", "H", "H", "H", "H", "H", "H", "H", "H"],
  "coordinates": [[-0.809, 1.208, -0.363], [1.907, -0.720, 4.642], [2.445, -0.374, 3.300], [1.741, -0.048, 2.239], [2.659, 0.155, 1.234], [3.934, -0.062, 1.702], [3.770, -0.392, 3.011], [5.337, -0.014, 1.185], [5.518, 0.308, -0.078], [6.235, -0.275, 1.945], [2.288, 0.526, -0.136], [3.083, 0.695, -1.040], [0.991, 0.636, -0.329], [0.833, -0.551, 4.649], [2.366, -0.115, 5.424], [2.092, -1.770, 4.873], [4.552, -0.599, 3.617], [4.657, 0.497, -0.530], [-2.563, 3.971, 3.629], [-2.467, 3.215, 2.309], [-0.767, 2.174, 2.044], [0.730, 3.275, 2.714], [0.938, 3.235, 4.225], [-1.135, 0.830, 3.415], [-1.706, -0.389, 3.083], [-1.589, -0.814, 1.098], [-3.406, -1.337, 0.511], [-4.132, -2.487, 1.199], [-0.287, -2.259, 0.720], [-0.064, -3.402, 1.703], [-2.353, -1.167, 4.096], [-2.511, -2.563, 3.950], [-3.081, -3.324, 4.946], [-3.563, -2.705, 6.096], [-3.462, -1.321, 6.254], [-2.856, -0.566, 5.282], [-3.526, 4.479, 3.709], [-1.789, 4.736, 3.709], [-2.470, 3.316, 4.499], [-2.524, 3.907, 1.467], [-3.292, 2.509, 2.192], [0.530, 4.297, 2.376], [1.640, 2.942, 2.209], [0.074, 3.613, 4.771], [1.797, 3.845, 4.511], [1.135, 2.219, 4.573], [-0.973, 1.054, 4.469], [-3.242, -1.575, -0.539], [-4.025, -0.438, 0.521], [-3.544, -3.408, 1.192], [-5.071, -2.705, 0.685], [-4.388, -2.256, 2.233], [0.661, -1.751, 0.548], [-0.615, -2.644, -0.251], [0.182, -3.039, 2.703], [0.770, -4.025, 1.373], [-0.929, -4.062, 1.780], [-2.148, -3.032, 3.050], [-3.167, -4.396, 4.831], [-4.026, -3.301, 6.872], [-3.858, -0.851, 7.144], [-2.790, 0.507, 5.402], [-0.705, 5.278, -0.588], [0.597, 3.524, -0.561], [-2.799, 2.112, -0.791], [0.091, 2.597, -2.586], [-1.234, -0.370, -1.703], [-1.677, -0.636, -2.826], [-2.212, -0.873, -4.070], [-3.637, -1.188, -4.141], [-4.216, -2.035, -3.192], [-5.570, -2.304, -3.230], [-6.371, -1.704, -4.195], [-5.808, -0.847, -5.132], [-4.447, -0.599, -5.117], [-1.383, -0.784, -5.246], [-0.113, -0.187, -5.172], [0.684, -0.106, -6.293], [0.242, -0.636, -7.502], [-0.999, -1.257, -7.583], [-1.809, -1.331, -6.469], [-3.586, -2.508, -2.449], [-6.005, -2.981, -2.507], [-7.434, -1.902, -4.216], [-6.430, -0.370, -5.876], [-4.015, 0.086, -5.835], [0.229, 0.222, -4.231], [1.654, 0.368, -6.228], [0.872, -0.574, -8.379], [-1.330, -1.690, -8.517], [-2.759, -1.843, -6.529]],
  "charge": 1,
  "mol_weight_g_mol": 1085.774,
  "spin_multiplicity": 4,
  "s2": 3.811,
  "de_lowest_kcal_mol": 63.94,
  "total_energy_ev": -259138.98857
}

3.
{
  "formula": "C37H42AgN3O2Se",
  "method": "ωB97M-V with the def2-TZVPD basis set",
  "symbols": ["Ag", "C", "C", "C", "C", "C", "C", "C", "C", "C", "C", "C", "C", "N", "C", "O", "C", "C", "C", "C", "C", "N", "C", "O", "N", "C", "C", "C", "C", "C", "C", "C", "C", "C", "C", "C", "C", "H", "H", "H", "H", "H", "H", "H", "H", "H", "H", "H", "H", "H", "H", "H", "H", "H", "H", "H", "H", "H", "H", "H", "H", "H", "H", "H", "H", "H", "H", "H", "H", "H", "H", "H", "H", "H", "Se", "C", "C", "C", "C", "C", "C", "H", "H", "H", "H", "H"],
  "coordinates": [[-8.086, -13.469, 10.041], [-8.860, -17.914, 13.721], [-8.716, -16.545, 13.165], [-9.929, -15.691, 13.623], [-7.440, -15.861, 13.682], [-7.123, -15.839, 15.076], [-5.990, -15.205, 15.479], [-5.127, -14.640, 14.545], [-5.436, -14.571, 13.196], [-4.536, -13.863, 12.202], [-3.666, -12.807, 12.826], [-3.726, -14.895, 11.421], [-6.589, -15.179, 12.731], [-6.884, -15.226, 11.355], [-6.726, -16.380, 10.750], [-6.303, -17.467, 11.223], [-7.032, -16.420, 9.254], [-7.011, -17.637, 8.578], [-7.332, -17.680, 7.195], [-7.590, -16.416, 6.647], [-7.603, -15.253, 7.397], [-7.365, -15.278, 8.698], [-7.923, -13.915, 6.681], [-7.938, -13.922, 5.416], [-8.281, -12.962, 7.497], [-8.801, -11.794, 6.849], [-10.227, -11.613, 6.855], [-10.803, -10.420, 6.350], [-9.963, -9.404, 5.933], [-8.580, -9.580, 5.948], [-7.960, -10.751, 6.399], [-6.424, -10.951, 6.320], [-5.740, -9.791, 6.989], [-5.947, -11.134, 4.875], [-11.161, -12.719, 7.330], [-12.435, -12.151, 8.011], [-11.638, -13.551, 6.169], [-9.599, -18.500, 13.212], [-9.246, -17.842, 14.777], [-7.910, -18.465, 13.659], [-8.664, -16.499, 12.077], [-9.883, -15.611, 14.692], [-10.835, -16.238, 13.330], [-9.898, -14.721, 13.153], [-7.740, -16.289, 15.821], [-5.758, -15.126, 16.566], [-4.232, -14.224, 14.897], [-5.209, -13.383, 11.507], [-2.771, -13.305, 13.189], [-4.208, -12.366, 13.696], [-3.476, -11.973, 12.128], [-2.949, -15.233, 12.116], [-3.187, -14.390, 10.579], [-4.271, -15.717, 11.029], [-6.696, -18.502, 9.170], [-7.353, -18.594, 6.608], [-7.749, -16.316, 5.559], [-11.908, -10.284, 6.304], [-10.431, -8.495, 5.621], [-7.996, -8.752, 5.625], [-6.182, -11.830, 6.857], [-5.807, -8.802, 6.463], [-4.687, -10.008, 7.208], [-6.211, -9.634, 7.956], [-6.331, -10.315, 4.248], [-6.328, -12.051, 4.436], [-4.861, -11.060, 4.847], [-10.618, -13.367, 7.986], [-13.026, -11.643, 7.193], [-12.134, -11.395, 8.699], [-13.073, -12.881, 8.494], [-12.090, -12.901, 5.392], [-12.461, -14.209, 6.432], [-10.851, -14.136, 5.674], [-9.865, -12.371, 11.623], [-11.362, -13.516, 11.181], [-12.617, -12.940, 11.264], [-13.754, -13.707, 11.091], [-13.652, -15.050, 10.709], [-12.377, -15.607, 10.556], [-11.217, -14.844, 10.697], [-12.736, -11.871, 11.694], [-14.699, -13.275, 11.193], [-14.528, -15.712, 10.538], [-12.267, -16.661, 10.361], [-10.243, -15.233, 10.602]],
  "charge": -2,
  "mol_weight_g_mol": 747.590,
  "de_lowest_kcal_mol": 0.00,
  "total_energy_ev": -116964.57270
}

4.
{
  "formula": "C37H42BCl4F4N8NaO3P",
  "method": "ωB97M-V with the def2-TZVPD basis set",
  "symbols": ["Na", "C", "N", "C", "N", "C", "N", "C", "C", "C", "C", "C", "C", "C", "N", "N", "C", "O", "C", "C", "C", "C", "C", "C", "N", "C", "N", "C", "N", "C", "H", "H", "H", "H", "H", "H", "H", "H", "H", "H", "H", "H", "H", "H", "H", "H", "C", "C", "C", "C", "P", "C", "C", "C", "C", "C", "C", "C", "C", "C", "C", "H", "H", "H", "H", "H", "H", "H", "H", "H", "H", "H", "H", "H", "H", "H", "H", "H", "H", "H", "H", "H", "H", "H", "F", "B", "F", "F", "F", "Cl", "C", "Cl", "H", "H", "Cl", "C", "Cl", "C", "O", "O", "H"],
  "coordinates": [[0.252, -0.006, 0.617], [1.472, -1.240, 5.302], [0.331, -0.926, 4.486], [0.281, -0.310, 3.301], [-0.943, -0.353, 2.829], [-1.621, -1.020, 3.782], [-0.886, -1.384, 4.802], [1.692, -2.734, 5.265], [1.053, -3.562, 6.179], [1.193, -4.938, 6.102], [1.972, -5.504, 5.111], [2.594, -4.678, 4.179], [2.453, -3.295, 4.254], [3.354, -5.246, 3.092], [3.676, -6.492, 2.884], [4.335, -6.540, 1.717], [4.384, -5.322, 1.259], [3.799, -4.453, 2.103], [4.910, -4.844, 0.003], [5.545, -5.710, -0.881], [6.001, -5.220, -2.090], [5.820, -3.887, -2.417], [5.182, -3.018, -1.538], [5.008, -1.572, -1.946], [4.276, -0.784, -0.998], [2.974, -0.823, -0.668], [2.724, 0.059, 0.264], [3.920, 0.632, 0.494], [4.886, 0.145, -0.249], [4.731, -3.501, -0.324], [1.274, -0.905, 6.327], [2.332, -0.702, 4.895], [1.118, 0.165, 2.836], [-2.671, -1.225, 3.728], [0.422, -3.125, 6.939], [0.683, -5.572, 6.812], [2.095, -6.573, 5.021], [2.906, -2.670, 3.502], [5.655, -6.746, -0.605], [6.501, -5.877, -2.787], [6.171, -3.512, -3.368], [4.503, -1.533, -2.919], [5.991, -1.101, -2.052], [2.252, -1.480, -1.101], [4.068, 1.426, 1.198], [4.215, -2.862, 0.376], [-0.270, -0.564, -5.673], [0.335, -0.948, -4.324], [-0.355, -2.225, -3.834], [1.822, -1.252, -4.505], [0.119, 0.276, -2.843], [-1.694, 0.501, -3.060], [-2.471, -0.341, -2.266], [-3.847, -0.370, -2.397], [-4.475, 0.469, -3.303], [-3.718, 1.338, -4.068], [-2.340, 1.349, -3.956], [0.890, 1.956, -3.296], [2.304, 1.894, -2.710], [0.136, 3.028, -2.510], [0.992, 2.360, -4.763], [-0.265, -1.445, -6.318], [0.309, 0.207, -6.171], [-1.300, -0.229, -5.576], [-0.082, -3.070, -4.470], [-1.436, -2.105, -3.863], [-0.066, -2.450, -2.807], [1.955, -2.033, -5.257], [2.251, -1.609, -3.570], [2.378, -0.375, -4.835], [-1.977, -0.993, -1.559], [-4.437, -1.057, -1.807], [-5.550, 0.449, -3.410], [-4.203, 2.003, -4.771], [-1.783, 2.027, -4.583], [2.246, 1.775, -1.631], [2.827, 2.828, -2.909], [2.884, 1.070, -3.124], [-0.014, 2.712, -1.482], [-0.836, 3.272, -2.931], [0.739, 3.935, -2.481], [1.683, 1.716, -5.303], [1.375, 3.380, -4.812], [0.031, 2.340, -5.266], [1.431, 4.003, 0.881], [0.355, 3.237, 1.258], [-0.787, 3.662, 0.619], [0.189, 3.242, 2.622], [0.599, 1.889, 0.839], [-2.665, 1.430, 0.741], [-4.128, 0.424, 0.784], [-4.955, 0.525, 2.340], [-3.836, -0.612, 0.636], [-4.813, 0.778, 0.017], [1.152, -5.057, 0.482], [-0.132, -3.937, 0.918], [-0.623, -4.208, 2.587], [0.385, -2.477, 0.756], [1.335, -2.140, 1.449], [-0.243, -1.828, -0.089], [-0.985, -4.122, 0.265]],
  "charge": -1,
  "mol_weight_g_mol": 929.376,
  "total_energy_ev": -132467.62312
}

5.
{
  "formula": "C37H42Cl3N7O5SSeY",
  "method": "ωB97M-V with the def2-TZVPD basis set",
  "symbols": ["Y", "N", "C", "C", "O", "N", "C", "C", "O", "O", "H", "H", "H", "H", "H", "H", "C", "C", "O", "N", "C", "C", "C", "C", "C", "C", "N", "H", "H", "H", "H", "H", "H", "H", "H", "H", "H", "C", "C", "C", "C", "H", "H", "H", "H", "H", "H", "H", "H", "H", "Cl", "C", "C", "C", "C", "C", "C", "N", "C", "C", "N", "C", "O", "C", "C", "C", "Cl", "S", "C", "C", "C", "Cl", "C", "H", "H", "H", "H", "H", "H", "H", "H", "H", "H", "H", "H", "H", "Se", "C", "C", "C", "N", "C", "C", "H", "H", "H", "H"],
  "coordinates": [[1.642, -0.913, -0.414], [0.077, -1.316, 1.698], [0.594, -2.609, 2.196], [0.660, -3.598, 1.014], [0.038, -4.665, 1.089], [1.405, -3.142, 0.012], [1.397, -3.927, -1.216], [0.562, -3.213, -2.304], [-0.049, -3.871, -3.136], [0.579, -1.919, -2.253], [-0.907, -1.431, 1.479], [0.154, -0.608, 2.417], [1.599, -2.450, 2.593], [-0.041, -3.051, 2.968], [2.420, -4.012, -1.601], [0.988, -4.923, -1.058], [0.763, 4.136, -0.035], [1.707, 3.001, 0.315], [1.543, 1.878, -0.151], [2.744, 3.400, 1.085], [3.646, 2.482, 1.746], [3.132, 2.157, 3.132], [3.982, 2.203, 4.232], [3.481, 1.905, 5.485], [2.135, 1.595, 5.607], [1.359, 1.619, 4.463], [1.833, 1.885, 3.248], [-0.069, 3.740, -0.608], [1.282, 4.885, -0.632], [0.384, 4.603, 0.875], [2.719, 4.331, 1.465], [4.643, 2.914, 1.812], [3.702, 1.572, 1.149], [5.029, 2.438, 4.100], [4.128, 1.920, 6.352], [1.700, 1.338, 6.563], [0.291, 1.426, 4.527], [2.555, -0.012, -4.153], [3.052, 0.756, -2.927], [4.253, 1.626, -3.323], [3.410, -0.222, -1.784], [2.287, 0.666, -4.970], [1.687, -0.621, -3.901], [3.339, -0.684, -4.513], [2.257, 1.448, -2.609], [5.064, 0.996, -3.696], [4.616, 2.190, -2.461], [3.977, 2.345, -4.104], [4.207, 0.240, -1.182], [3.885, -1.106, -2.238], [-9.012, 3.519, -1.000], [-7.719, 2.636, -1.738], [-6.475, 3.223, -1.879], [-5.438, 2.481, -2.419], [-5.596, 1.155, -2.806], [-4.451, 0.259, -3.265], [-3.074, 0.948, -3.463], [-2.239, 1.053, -2.286], [-2.305, 1.928, -1.224], [-1.392, 1.488, -0.315], [-0.759, 0.371, -0.794], [-1.293, 0.134, -1.971], [-4.369, -0.912, -2.478], [-4.274, -0.768, -1.050], [-5.040, -1.871, -0.385], [-4.472, -3.049, 0.005], [-2.821, -3.495, -0.079], [-5.631, -4.127, 0.694], [-6.893, -2.981, 0.464], [-6.437, -1.842, -0.114], [-6.892, 0.624, -2.733], [-7.240, -0.954, -3.344], [-7.942, 1.346, -2.187], [-6.318, 4.247, -1.572], [-4.479, 2.961, -2.539], [-4.728, -0.115, -4.256], [-3.220, 1.928, -3.920], [-2.516, 0.328, -4.163], [-2.958, 2.780, -1.198], [-1.149, 1.902, 0.649], [-1.013, -0.696, -2.607], [-4.684, 0.196, -0.736], [-3.232, -0.844, -0.742], [-7.900, -3.223, 0.762], [-7.065, -0.990, -0.332], [-8.925, 0.903, -2.124], [4.418, -1.300, 1.327], [5.284, -2.081, 2.822], [4.613, -2.413, 4.002], [5.322, -2.964, 5.055], [6.630, -3.215, 5.031], [7.265, -2.907, 3.898], [6.657, -2.345, 2.791], [3.549, -2.249, 4.087], [4.817, -3.226, 5.982], [8.329, -3.129, 3.891], [7.228, -2.114, 1.902]],
  "charge": -1,
  "mol_weight_g_mol": 971.079,
  "de_lowest_kcal_mol": 37.52,
  "total_energy_ev": -174516.55794
}